The following is a quantum chemistry calculation of a structure of composition C2H4AuO3 in a non-equilibrium geometry, from OMol25.

The geometry in XYZ format:
```
10
Properties=species:S:1:pos:R:3:lowdin_charge:R:1
O 0.0394 -1.3477 0.4219 -0.0279
C -1.0132 -0.8755 0.0155 -0.0245
C -1.1581 0.6254 -0.0203 -0.1454
O -0.1505 1.2278 0.6414 0.0179
H -1.9039 -1.5044 -0.1350 0.1984
H -2.1254 0.9578 0.4232 0.2053
Au 1.3953 -0.0318 0.6977 1.5546
O 2.7344 0.2802 -0.2912 -0.1443
H 3.3426 -0.3699 -0.6409 0.1118
H -1.1606 1.0382 -1.1122 0.2542
```

Calculated values
⟨S²⟩: 3.76
spin multiplicity: 4
HOMO (spin up / spin down): -21.76 / -22.02 eV
lowest unoccupied orbital energy (spin up / spin down): -10.805 / -14.836 eV
total charge: +2
gap between HOMO and LUMO (spin up / spin down): 11.0 / 7.2 eV